Entry 1:
H10NaO17S3 as an isolated structure. Source: OMol25; level of theory: the ωB97M-V functional and the def2-TZVPD basis.

XYZ file:
```
31
Properties=species:S:1:pos:R:3
S -3.191 -0.764 -1.285
S 1.443 2.714 -0.970
S 0.956 -3.187 1.033
Na 0.150 -0.024 0.088
O 2.397 1.776 -0.366
O 1.370 -1.808 0.749
O -0.690 -0.583 2.403
O -3.892 -0.348 -2.519
O 1.817 -3.766 2.106
O 0.101 2.336 -0.462
O -3.696 0.074 -0.144
O -2.508 2.646 0.047
O 0.576 -1.325 -2.388
O 0.252 2.520 2.146
O -3.445 -2.173 -1.018
O 1.395 2.592 -2.439
O 1.761 4.105 -0.597
O -1.721 -0.516 -1.414
O -0.433 -3.126 1.560
O 3.486 -0.556 -0.680
O 0.947 -3.981 -0.224
H 0.176 2.504 1.159
H 1.145 2.209 2.318
H 2.929 -1.152 -0.151
H -2.858 1.737 -0.105
H -0.112 -0.492 3.163
H -1.525 2.564 0.003
H -0.601 -1.536 2.132
H -0.272 -0.906 -2.144
H 0.810 -1.868 -1.621
H 3.233 0.334 -0.378
```

- E_HOMO: 6.3 eV
- Net charge: -5
- Energy above the lowest of the compared OMol25 structures with the same formula, charge and spin: 0.0 kJ/mol
- E_tot: -71881.5742 eV
- E_LUMO: 9.442 eV


Entry 2:
One molecule with the formula C4H6N2O2. Source: OMol25; level of theory: the ωB97M-V functional and the def2-TZVPD basis.

XYZ file:
```
14
Properties=species:S:1:pos:R:3
O 2.800 -0.956 -0.403
O 3.059 1.181 0.346
N -1.181 -0.967 0.257
N 2.253 0.271 0.099
C 0.043 -0.764 0.001
C -2.565 0.652 -0.462
C 0.967 0.277 0.383
C -2.243 -0.151 0.579
H 0.758 1.141 0.852
H 0.629 -1.612 -0.496
H 3.688 -0.583 -0.639
H -1.949 0.781 -1.371
H -3.531 1.240 -0.552
H -2.728 -0.510 1.405
```

- SMILES: C=C/N=C\C=[N+](\[O-])O
- E_HOMO (alpha / beta): -8.4 / -8.4 eV
- Energy above the lowest of the compared OMol25 structures with the same formula, charge and spin: 604.9 kJ/mol
- E_tot: -11314.7728 eV
- E_LUMO (alpha / beta): -0.344 / -0.345 eV


Entry 3:
C12H8N3O5S2V as an isolated structure. Source: OMol25; level of theory: the ωB97M-V functional and the def2-TZVPD basis.

XYZ file:
```
31
Properties=species:S:1:pos:R:3
V 0.367 1.422 0.616
S -1.247 1.745 2.157
S 1.355 3.367 1.069
O -2.208 -5.123 -1.413
O -0.841 0.871 -0.829
O 1.820 1.180 -1.034
O -0.778 -6.141 -0.154
O 0.843 -0.272 1.051
N -0.465 6.255 -0.260
N -1.295 -5.153 -0.618
N -3.742 4.318 1.255
C -2.681 3.882 1.328
C -1.185 -0.304 -1.061
C -0.694 -1.465 -0.380
C 0.731 -2.605 1.243
C 0.283 -1.430 0.646
C 0.208 -3.814 0.821
C -0.752 -3.846 -0.184
C -0.399 5.233 0.259
C -0.273 3.967 0.918
C -1.375 3.300 1.418
C -1.212 -2.708 -0.793
C 3.144 1.779 -1.121
H 3.638 1.416 -2.018
H 3.730 1.527 -0.238
H -1.963 -2.776 -1.568
H 3.008 2.852 -1.197
H -1.919 -0.438 -1.860
H 0.536 -4.746 1.261
H 1.895 0.266 -1.339
H 1.473 -2.558 2.025
```

- E_HOMO (alpha / beta): -13.3 / -13.2 eV
- Net charge: +1
- Energy above the lowest of the compared OMol25 structures with the same formula, charge and spin: 38.9 kJ/mol
- Multiplicity: 2
- E_tot: -74629.5808 eV
- E_LUMO (alpha / beta): -6.437 / -5.496 eV


Entry 4:
C13H25O7Rb as an isolated structure. Source: OMol25; level of theory: the ωB97M-V functional and the def2-TZVPD basis.

XYZ file:
```
46
Properties=species:S:1:pos:R:3
Rb 4.544 0.125 2.440
O -1.615 3.737 -1.273
O 3.512 2.224 0.598
O 1.095 -0.488 -0.621
O 2.074 -0.964 1.343
O -2.052 -1.549 4.396
O -0.058 -1.012 1.087
O -1.613 -4.620 -3.441
C -0.362 2.408 0.302
C 3.948 2.135 -0.549
C -3.059 0.132 3.098
C -4.317 -1.037 4.930
C -3.044 -0.834 4.207
C -0.820 -2.311 -3.189
C -0.417 -4.215 -1.383
C 3.029 1.897 -1.757
C -1.004 1.629 -2.116
C -1.067 2.668 -1.049
C 1.057 -0.820 0.653
C 5.390 2.328 -0.829
C -0.990 -3.788 -2.706
H -0.861 -5.140 -1.016
H -0.297 3.345 0.856
H 3.286 2.472 -2.647
H -4.364 -2.033 5.370
H 0.140 -0.413 -0.681
H -1.358 -2.145 -4.123
H -1.211 -1.652 -2.413
H -0.041 1.700 -2.622
H -0.872 1.705 0.961
H -1.058 0.571 -1.859
H -2.071 0.217 2.646
H 5.478 3.223 -1.446
H 5.897 2.469 0.125
H -1.757 1.791 -2.888
H 0.671 -4.228 -1.456
H -4.357 -0.305 5.736
H 5.740 1.418 -1.317
H -5.164 -0.932 4.251
H -3.431 1.120 3.371
H 0.632 1.970 0.219
H -0.683 -3.424 -0.681
H -3.757 -0.247 2.351
H 2.969 0.853 -2.064
H 0.242 -2.103 -3.314
H 1.996 2.128 -1.498
```

- E_HOMO: -7.8 eV
- Energy above the lowest of the compared OMol25 structures with the same formula, charge and spin: 48.2 kJ/mol
- E_tot: -28874.0753 eV
- E_LUMO: -1.044 eV


Entry 5:
One molecule with the formula C6H9Cl. Source: OMol25; level of theory: the ωB97M-V functional and the def2-TZVPD basis.

XYZ file:
```
16
Properties=species:S:1:pos:R:3
Cl 3.422 -0.361 0.542
C -0.662 -1.447 -0.090
C 0.135 -0.514 0.823
C 1.372 0.464 -1.043
C 0.121 2.119 0.486
C 0.505 0.849 0.171
C 2.829 -0.080 -1.040
H 0.777 -0.420 -1.468
H -1.463 -1.032 -0.789
H -0.350 -0.211 1.812
H -1.269 -2.205 0.452
H 1.529 1.290 -1.782
H -0.599 2.254 1.187
H 0.089 -2.007 -0.657
H 0.368 2.983 -0.111
H 1.106 -0.960 0.985
```

- E_HOMO: -8.9 eV
- Energy above the lowest of the compared OMol25 structures with the same formula, charge and spin: 358.9 kJ/mol
- E_tot: -18885.6966 eV
- E_LUMO: -0.412 eV


Entry 6:
C51H28Cl4CrN5O4 as an isolated structure. Source: OMol25; level of theory: the ωB97M-V functional and the def2-TZVPD basis.

XYZ file:
```
93
Properties=species:S:1:pos:R:3
Cr 0.369 -0.228 -0.190
Cl 8.090 1.672 -5.357
Cl -5.022 4.655 -5.643
Cl 6.266 -0.642 7.178
Cl -7.236 -1.210 5.363
O 0.010 -3.222 0.440
O -1.410 -4.951 0.379
O -0.368 1.573 0.463
O -2.300 2.726 0.688
N 2.347 -0.260 0.120
N -0.941 -1.074 -1.467
N 0.811 0.772 -1.849
N 0.117 -0.719 1.777
N -1.522 -0.488 -0.346
C 0.348 2.355 -3.375
C -3.829 -0.973 -0.210
C -2.727 1.635 -4.411
C -2.326 -1.087 1.901
C 3.223 0.590 -2.019
C 3.344 -0.156 -0.880
C 1.997 1.185 -2.401
C -2.164 0.810 -0.773
C 4.171 0.445 3.960
C 4.386 -0.858 0.983
C 4.343 -1.754 5.639
C -4.053 3.608 -4.652
C -0.179 1.461 -2.441
C -4.345 -2.259 2.820
C -5.824 -1.169 4.352
C 2.423 -0.653 2.552
C 0.441 -0.663 4.071
C -3.071 3.085 -2.532
C -1.743 -0.464 -2.499
C 5.044 2.099 -2.814
C -3.926 0.003 3.485
C 3.353 -0.659 3.719
C 6.079 0.111 -4.451
C 1.072 -0.650 2.747
C -2.276 -2.804 -0.033
C -3.497 2.466 -5.208
C 6.169 2.358 -3.583
C 4.591 -0.588 -0.328
C -3.030 -3.059 -1.099
C 5.143 -0.646 5.851
C -3.264 -0.685 -2.295
C -0.872 -0.769 3.887
C 6.678 1.357 -4.395
C -3.875 -1.879 -1.456
C -1.111 -3.641 0.328
C -1.626 1.821 0.241
C -2.479 -1.364 0.436
C 2.996 -0.619 1.254
C -5.059 -0.017 4.288
C 1.729 2.165 -3.362
C -1.112 -0.845 2.438
C -2.516 1.928 -3.068
C -3.844 3.926 -3.321
C 3.456 -1.754 4.572
C 4.428 0.850 -2.852
C -3.559 0.281 -1.067
C -1.601 1.045 -2.244
C -3.542 -1.120 2.753
C -5.481 -2.291 3.614
C 4.953 -0.137 -3.679
C 5.064 0.460 5.019
H -3.665 2.237 -6.252
H 6.487 -0.655 -5.097
H -0.217 3.037 -3.992
H 6.648 3.327 -3.551
H -0.576 -5.426 0.513
H 4.639 2.871 -2.170
H -4.278 4.827 -2.906
H 5.520 -0.637 -0.876
H -4.668 -0.973 0.478
H 0.979 -0.609 5.004
H -4.350 1.018 -1.158
H -6.095 -3.181 3.668
H 2.466 2.671 -3.967
H -2.910 3.334 -1.488
H -3.795 -0.474 -3.218
H 5.692 1.321 5.205
H -4.073 -3.141 2.249
H 2.834 -2.625 4.395
H -1.641 -0.845 4.640
H 4.422 -2.608 6.298
H -2.269 0.751 -4.842
H 5.109 -1.170 1.720
H 4.474 -1.108 -3.722
H -2.983 -3.975 -1.678
H 4.098 1.308 3.307
H -5.354 0.859 4.849
H -4.864 -2.133 -1.831
H -3.338 0.910 3.405
```

- E_HOMO (alpha / beta): -6.9 / -6.9 eV
- Energy above the lowest of the compared OMol25 structures with the same formula, charge and spin: 0.0 kJ/mol
- Multiplicity: 4
- E_tot: -147491.6750 eV
- E_LUMO (alpha / beta): -1.459 / -1.315 eV


Entry 7:
A 2-piece molecular cluster, C5H8O overall. Source: OMol25; level of theory: the ωB97M-V functional and the def2-TZVPD basis.

XYZ file:
```
14
Properties=species:S:1:pos:R:3
O 1.840 -1.001 1.778
C -0.243 -0.581 -2.002
C 0.056 0.767 1.660
C 0.568 -0.567 1.198
C 1.891 -0.709 0.519
C -1.088 0.436 -1.871
H -0.856 1.011 1.106
H 0.790 1.558 1.480
H -0.182 0.754 2.730
H -0.736 1.443 -1.653
H -0.594 -1.587 -2.225
H -2.162 0.310 -1.985
H -0.143 -1.385 1.111
H 0.830 -0.456 -1.881
```

- E_HOMO: -9.5 eV
- Energy above the lowest of the compared OMol25 structures with the same formula, charge and spin: 428.6 kJ/mol
- E_tot: -7357.8134 eV
- E_LUMO: 0.638 eV


Entry 8:
One molecule with the formula C6H9NO. Source: OMol25; level of theory: the ωB97M-V functional and the def2-TZVPD basis.

XYZ file:
```
17
Properties=species:S:1:pos:R:3
O -0.896 -2.131 0.076
N -0.880 1.419 1.786
C 0.624 -0.385 -0.693
C 0.496 1.179 -0.660
C 1.133 -1.072 -1.727
C -0.035 -1.073 0.499
C 0.095 1.415 0.775
C -0.839 0.267 0.965
H 0.708 -2.124 -1.804
H -1.732 0.402 0.270
H 1.056 1.266 1.291
H -1.259 -2.434 0.997
H -1.830 2.002 1.830
H 1.586 -0.716 -2.513
H 1.466 1.682 -1.036
H 0.577 -1.182 1.331
H -0.269 1.485 -1.387
```

- SMILES: C=C1C[C@H]2N[C@@H]2[C@H]1O
- E_HOMO: -8.4 eV
- Energy above the lowest of the compared OMol25 structures with the same formula, charge and spin: 614.4 kJ/mol
- E_tot: -9899.2363 eV
- E_LUMO: 0.738 eV


Entry 9:
A 4-piece molecular cluster, C26H35N5O7S2 overall. Source: OMol25; level of theory: the ωB97M-V functional and the def2-TZVPD basis.

XYZ file:
```
75
Properties=species:S:1:pos:R:3
S -3.408 -0.747 0.700
S 1.265 -2.662 -1.431
O -1.975 -3.657 -0.476
O -1.487 2.166 2.075
O 1.201 2.247 0.328
O -2.033 -2.478 3.165
O -3.058 -4.350 2.383
O -1.660 1.259 -0.022
O -0.404 -4.305 1.035
N -2.447 0.148 1.843
N 0.676 6.389 3.438
N -1.208 -2.034 -4.326
N 3.385 -1.965 -4.723
N 0.938 0.586 2.626
C -0.782 -3.189 3.186
C -3.867 -2.307 1.507
C -2.940 -3.115 2.378
C -1.146 0.189 -5.217
C -0.611 3.200 1.603
C 1.686 -3.632 -5.016
C -1.584 -0.141 -2.895
C 0.123 8.657 2.902
C 4.217 -2.742 -5.412
C 0.565 7.387 2.565
C 1.464 -3.301 2.132
C 1.282 1.994 2.755
C 0.185 -4.132 -1.343
C -0.226 8.905 4.219
C 0.860 2.847 1.568
C -0.029 -3.176 1.864
C -1.420 0.721 -3.966
C -1.050 -1.188 -5.342
C 0.338 6.643 4.700
C -0.118 7.876 5.140
C 2.566 -4.427 -5.733
C -0.819 -3.992 -0.230
C 2.145 -2.413 -4.537
C -1.470 -1.504 -3.132
C -1.839 1.219 1.188
C 3.860 -3.974 -5.938
H -2.981 0.442 2.649
H -0.363 -4.187 -2.272
H -0.702 3.998 2.331
H 2.027 -3.046 1.246
H -0.941 3.589 0.647
H 4.579 -4.561 -6.493
H 0.055 9.430 2.149
H 1.785 -2.698 2.969
H 1.376 3.807 1.630
H -1.591 -2.213 -2.319
H -0.167 -2.668 3.906
H -1.005 0.826 -6.080
H -0.577 9.882 4.522
H -0.380 8.024 6.178
H 1.951 1.668 0.454
H 1.657 -4.346 2.356
H -0.834 -1.643 -6.302
H 5.220 -2.353 -5.548
H 2.360 2.090 2.879
H 0.105 0.354 3.136
H 0.793 -5.015 -1.202
H 0.846 7.153 1.544
H 1.488 -1.760 -3.975
H -1.783 0.218 -1.895
H 0.666 -3.940 -4.831
H -1.496 1.792 -3.825
H 0.825 2.383 3.658
H -0.921 -4.200 3.553
H 2.249 -5.384 -6.126
H 2.429 -3.299 -1.575
H 0.844 0.294 1.667
H -0.279 -2.273 1.311
H -4.036 -2.984 0.679
H 0.439 5.814 5.391
H -4.815 -2.195 2.024
```

- SMILES: C[C@H](COC(=O)CSNC(=O)OC[C@H](O)CN)OC(=O)CS.c1ccncc1.c1ccncc1.c1ccncc1
- E_HOMO: -8.7 eV
- E_tot: -70981.8603 eV
- E_LUMO: 0.471 eV


Entry 10:
An isolated ion of composition C4H9IN and charge +1. Source: OMol25; level of theory: the ωB97M-V functional and the def2-TZVPD basis.

XYZ file:
```
15
Properties=species:S:1:pos:R:3
I 3.479 -0.149 -0.599
N -0.698 0.779 0.748
C -1.246 -1.464 -0.531
C -0.596 -0.145 -0.480
C 0.566 0.086 0.372
C 1.667 0.978 0.014
H -0.788 1.750 0.515
H 1.885 1.572 0.861
H 1.294 1.598 -0.840
H -1.334 -1.734 0.521
H 0.728 -0.713 1.090
H -1.137 0.608 1.653
H -0.670 -2.212 -1.061
H -0.884 0.365 -1.368
H -2.266 -1.321 -0.896
```

- SMILES: C[C@H]1[NH2+][C@@H]1CI
- E_HOMO: -13.3 eV
- Net charge: +1
- Energy above the lowest of the compared OMol25 structures with the same formula, charge and spin: 119.3 kJ/mol
- E_tot: -13876.6662 eV
- E_LUMO: -3.690 eV


Entry 11:
One molecule with the formula C20H22N4O2S. Source: OMol25; level of theory: the ωB97M-V functional and the def2-TZVPD basis.

XYZ file:
```
49
Properties=species:S:1:pos:R:3
S -0.213 1.230 3.065
O 1.185 3.810 -0.500
O 1.777 -0.087 1.568
N -1.070 2.446 0.800
N -1.986 2.896 -1.389
N -1.258 0.207 0.807
N 0.912 -2.179 1.479
C 0.992 -0.917 1.972
C -0.061 -3.171 1.892
C -1.197 -3.170 0.873
C 1.500 -2.480 0.223
C -2.246 0.059 -1.512
C -1.717 0.683 -0.394
C 0.669 4.821 -1.338
C 2.629 -3.067 -2.245
C 2.800 -2.081 -0.068
C -0.620 3.752 1.191
C 0.036 -0.566 3.117
C 1.344 -3.478 -1.948
C -2.485 2.271 -2.446
C 0.873 3.944 0.857
C 0.759 -3.195 -0.720
C -0.637 -3.696 -0.445
C -2.628 0.890 -2.553
C -0.874 1.271 1.464
C 3.358 -2.368 -1.299
C -1.604 2.097 -0.410
H -2.028 -3.789 1.212
H -1.232 4.480 0.654
H 0.860 5.816 -0.917
H -0.604 -4.791 -0.418
H 1.182 4.932 1.234
H 3.059 -3.293 -3.209
H 1.195 4.723 -2.285
H -3.045 0.472 -3.456
H -0.405 4.692 -1.512
H -1.546 -2.141 0.754
H -2.357 -1.013 -1.566
H -1.289 -3.418 -1.276
H 0.442 -4.145 1.890
H 4.366 -2.049 -1.516
H -2.793 2.920 -3.255
H 3.365 -1.538 0.670
H 1.457 3.167 1.359
H 0.771 -4.028 -2.681
H -0.947 -1.018 3.017
H 0.479 -0.797 4.086
H -0.762 3.872 2.269
H -0.406 -2.976 2.905
```

- SMILES: COCCn1c(SCC(=O)N2CCCc3ccccc32)nc2cccnc21
- E_HOMO: -8.1 eV
- Energy above the lowest of the compared OMol25 structures with the same formula, charge and spin: 2.2 kJ/mol
- E_tot: -41988.4457 eV
- E_LUMO: 0.611 eV


Entry 12:
A 2-piece molecular cluster, C6H10NOS overall. Source: OMol25; level of theory: the ωB97M-V functional and the def2-TZVPD basis.

XYZ file:
```
19
Properties=species:S:1:pos:R:3
S 4.498 -0.453 -0.160
O -1.513 0.093 -0.702
N 1.944 -0.094 0.045
C -0.652 -0.745 -0.342
C 3.916 1.195 0.077
C 2.526 1.130 0.243
C -0.577 -1.388 1.001
C 2.884 -0.947 -0.219
C -2.441 0.633 0.205
H 4.724 1.801 0.491
H -0.648 -0.627 1.895
H 0.407 -1.886 1.167
H -1.315 -2.214 1.003
H 2.534 -2.049 -0.486
H 1.876 1.932 0.377
H -3.137 1.103 -0.607
H -3.021 -0.037 0.860
H -1.918 1.338 0.812
H 0.207 -1.052 -0.926
```

- E_HOMO: -12.8 eV
- Net charge: +1
- Energy above the lowest of the compared OMol25 structures with the same formula, charge and spin: 233.4 kJ/mol
- E_tot: -20747.4517 eV
- E_LUMO: -4.858 eV


Entry 13:
An isolated ion of composition C3H7O3S2 and charge -1. Source: OMol25; level of theory: the ωB97M-V functional and the def2-TZVPD basis.

XYZ file:
```
15
Properties=species:S:1:pos:R:3
S -0.300 0.600 -1.365
S 0.206 -2.259 -0.514
O 1.319 -1.756 0.300
O -0.596 -3.300 0.122
O 0.538 -2.522 -1.908
C -0.960 -0.878 -0.568
C -0.300 1.735 0.051
C 0.950 1.548 0.906
H 1.824 1.661 0.271
H -1.209 -0.672 0.469
H -1.198 1.544 0.635
H -1.853 -1.229 -1.074
H -0.384 2.753 -0.327
H 0.974 0.522 1.267
H 0.989 2.255 1.735
```

- SMILES: CCSCS(=O)(=O)[O-]
- E_HOMO: -4.9 eV
- Net charge: -1
- Energy above the lowest of the compared OMol25 structures with the same formula, charge and spin: 47.4 kJ/mol
- E_tot: -31039.4963 eV
- E_LUMO: 3.263 eV